1.
Molecular formula: C4H13N3
Method: DFT, ωB97M-V/def2-TZVPD

Computed properties:
Net charge: +2
Spin multiplicity: 1
Relative energy (zero: lowest compared OMol25 entry of this formula, charge and spin), kcal per mole: 115.31

Cartesian coordinates (Å):
C 2.150 -0.048 1.268
C 1.921 -1.054 -0.919
C -2.632 0.566 -0.766
C -0.667 0.118 0.409
N 1.400 -0.520 0.312
N 1.629 0.302 2.509
N -1.189 0.064 -0.879
H 3.190 -0.217 1.187
H 1.367 -1.923 -1.257
H 1.862 -0.330 -1.730
H 2.903 -1.246 -0.659
H -3.222 0.500 -1.706
H -3.183 0.019 0.076
H -2.477 1.585 -0.436
H -0.948 -0.739 1.179
H -0.400 1.051 0.752
H 2.109 0.872 3.227
H 0.655 0.513 2.613
H -0.818 0.566 -1.678
H -1.308 -0.923 -1.273

Atoms 1-2, force components in eV/Å:
C -2.920 -0.583 2.575
C -1.921 0.814 -0.700

***

2.
Molecular formula: C4H13N3
Method: DFT, ωB97M-V/def2-TZVPD

Computed properties:
SMILES: N/C(=C\[NH3+])CC[NH3+]
Net charge: +2
Spin multiplicity: 1
Relative energy (zero: lowest compared OMol25 entry of this formula, charge and spin), kcal per mole: 31.69

Cartesian coordinates (Å):
N 0.760 -1.691 -0.739
C 0.440 -0.362 -0.532
C -0.056 0.464 -1.479
N -0.086 -0.030 -2.872
C 0.569 0.121 0.870
C -0.710 0.182 1.701
N -0.731 1.115 2.848
H 1.190 -1.868 -1.639
H 1.389 -2.084 -0.062
H -0.305 1.506 -1.396
H 0.737 0.246 -3.416
H -0.205 -1.049 -2.932
H -0.942 0.225 -3.382
H 1.425 -0.358 1.371
H 0.974 1.156 0.872
H -1.472 0.403 0.954
H -0.992 -0.826 2.033
H -1.600 1.653 2.876
H 0.025 1.810 2.782
H -0.523 0.610 3.715

Atoms 1-2, force components in eV/Å:
N 0.443 0.686 -0.737
C -0.571 0.051 -0.347

***

3.
Molecular formula: C4H13N3
Method: DFT, ωB97M-V/def2-TZVPD

Computed properties:
SMILES: N/C=[NH+]\CCC[NH3+]
Net charge: +2
Spin multiplicity: 1
Relative energy (zero: lowest compared OMol25 entry of this formula, charge and spin), kcal per mole: 20.38

Cartesian coordinates (Å):
N -3.267 0.446 0.031
C -2.398 1.043 -0.760
N -1.107 1.192 -0.558
C -0.339 0.533 0.468
C 0.364 -0.760 0.030
C 1.784 -0.600 -0.551
N 2.825 -0.720 0.624
H -4.086 0.046 -0.418
H -3.025 -0.254 0.727
H -2.809 1.744 -1.477
H -0.715 1.942 -1.111
H 0.299 1.207 1.024
H -0.948 0.236 1.331
H -0.217 -1.233 -0.765
H 0.402 -1.524 0.801
H 2.051 -1.475 -1.128
H 1.941 0.417 -0.895
H 3.623 -0.108 0.436
H 3.153 -1.686 0.654
H 2.465 -0.449 1.537

Atoms 1-2, force components in eV/Å:
N -0.107 -2.063 -0.513
C 0.030 1.445 1.056

***

4.
Molecular formula: C4H13N3
Method: DFT, ωB97M-V/def2-TZVPD

Computed properties:
Net charge: +2
Spin multiplicity: 1
Relative energy (zero: lowest compared OMol25 entry of this formula, charge and spin), kcal per mole: 123.00

Cartesian coordinates (Å):
C 2.023 0.204 -0.341
C -0.814 -1.910 -0.265
C -1.325 0.278 0.763
C -0.737 -0.492 -0.394
N 2.611 0.145 -1.461
N 2.565 0.639 0.772
N -2.323 1.373 0.380
H -1.226 -2.409 -1.251
H 0.236 -2.259 0.029
H -1.570 -2.249 0.456
H -0.520 0.736 1.346
H -1.967 -0.404 1.454
H -0.676 -0.032 -1.315
H 2.327 0.060 -2.401
H 3.682 0.247 -1.380
H 1.946 0.746 1.543
H 3.605 0.580 0.860
H -2.131 2.360 0.542
H -2.968 1.125 1.153
H -2.737 1.265 -0.488

Atoms 1-2, force components in eV/Å:
C -2.802 0.902 0.732
C 0.044 -2.972 -1.577

***

5.
Molecular formula: C4H13N3O
Method: DFT, ωB97M-V/def2-TZVPD

Computed properties:
Net charge: -1
Spin multiplicity: 2
Relative energy (zero: lowest compared OMol25 entry of this formula, charge and spin), kcal per mole: 16.75

Cartesian coordinates (Å):
C -0.479 1.156 1.842
C -0.762 -0.196 1.126
C 0.022 -0.161 -0.143
C 1.289 -0.622 -0.239
N 2.019 -0.477 -1.448
N -0.563 0.507 -1.226
N -1.062 2.395 1.287
H 0.605 1.305 1.823
H -0.882 1.243 2.867
H -0.479 -1.076 1.699
H -1.852 -0.203 1.016
H 1.782 -0.717 0.724
H 2.162 0.517 -1.664
H 2.853 -1.048 -1.497
H -1.560 0.640 -1.281
H -0.135 0.309 -2.124
H -2.069 2.354 1.182
H -0.672 2.593 0.373
H 0.152 -3.283 -0.851
H 0.057 -2.227 -1.905
O -0.425 -3.010 -1.563

Atoms 1-2, force components in eV/Å:
C -0.413 0.707 0.780
C -0.044 1.580 0.248

***

6.
Molecular formula: C4H13N3O
Method: DFT, ωB97M-V/def2-TZVPD

Computed properties:
Spin multiplicity: 1
Relative energy (zero: lowest compared OMol25 entry of this formula, charge and spin), kcal per mole: 122.51

Cartesian coordinates (Å):
C 0.415 -0.173 1.696
C -0.343 2.627 -0.128
N -0.869 1.433 0.520
H -1.666 1.625 1.116
H -0.049 3.360 0.626
H 0.544 2.364 -0.702
H 1.224 -0.764 1.291
H 0.699 0.743 2.190
H -0.434 -0.717 2.074
H -1.058 3.108 -0.808
C 1.068 -0.378 -1.710
N -0.629 -1.327 -0.235
C 0.598 -1.503 -0.814
N -0.990 -2.400 0.552
O 1.310 -2.500 -0.633
H -1.080 0.643 -0.089
H -1.976 -2.597 0.465
H -0.387 -3.209 0.410
H 1.449 -0.813 -2.634
H 0.275 0.329 -1.949
H 1.898 0.152 -1.236

Atoms 1-2, force components in eV/Å:
C -0.216 -0.133 -0.381
C -0.069 0.005 -0.023

***

7.
Molecular formula: C4H13N3O
Method: DFT, ωB97M-V/def2-TZVPD

Computed properties:
Spin multiplicity: 1
Relative energy (zero: lowest compared OMol25 entry of this formula, charge and spin), kcal per mole: 90.24

Cartesian coordinates (Å):
C -1.230 0.568 0.918
C -0.287 1.093 -0.736
N -1.139 -0.689 1.429
N -1.042 0.746 -1.916
O -0.956 1.568 1.833
H -1.110 2.431 1.429
H -2.188 0.701 0.400
H -0.878 -0.709 2.409
H -0.561 -1.363 0.801
H -0.979 -0.246 -2.126
H -2.034 0.939 -1.803
H -0.454 2.160 -0.540
H 0.778 1.158 -0.954
C 2.108 -0.594 0.467
C 1.251 -1.134 -0.633
N 0.332 -2.002 -0.376
H -0.127 -2.379 -1.201
H 1.519 -0.845 -1.652
H 1.532 -0.430 1.378
H 2.894 -1.320 0.696
H 2.572 0.348 0.178

Atoms 1-2, force components in eV/Å:
C 0.935 1.932 -3.390
C -1.702 0.808 1.826

***

8.
Molecular formula: C4H13N3O
Method: DFT, ωB97M-V/def2-TZVPD

Computed properties:
SMILES: C[C@@H](N)O.C/C=N\N
Spin multiplicity: 1
Relative energy (zero: lowest compared OMol25 entry of this formula, charge and spin), kcal per mole: 64.85

Cartesian coordinates (Å):
C 2.027 0.273 0.742
C 1.387 -0.681 -0.243
N 1.291 -0.070 -1.537
O 2.009 -1.918 -0.284
H 2.954 0.665 0.326
H 1.312 1.075 0.957
H 2.223 -0.234 1.682
H 0.261 -0.858 0.197
H 0.896 -0.703 -2.221
H 0.713 0.771 -1.477
H 2.772 -1.865 -0.875
C -2.320 -0.612 -0.291
C -1.442 -0.299 0.899
N -1.122 0.891 1.294
N -1.075 1.909 0.360
H -3.310 -0.163 -0.174
H -1.880 -0.211 -1.206
H -2.438 -1.688 -0.403
H -1.437 -1.032 1.696
H -0.956 2.790 0.839
H -1.864 1.961 -0.280

Atoms 1-2, force components in eV/Å:
C -0.299 0.183 0.004
C -2.964 0.256 1.676